{
  "formula": "C41H67FN18O2P",
  "method": "the ωB97M-V functional and the def2-TZVPD basis",
  "homo_lumo_gap_ev": 5.86,
  "total_charge": -1,
  "elements": ["C", "C", "C", "F", "P", "N", "C", "C", "O", "C", "C", "O", "H", "H", "H", "H", "H", "H", "H", "H", "H", "H", "H", "H", "H", "H", "H", "H", "C", "C", "N", "H", "H", "H", "C", "C", "N", "H", "H", "H", "C", "C", "N", "H", "H", "H", "C", "C", "N", "H", "H", "H", "C", "C", "N", "H", "H", "H", "C", "C", "N", "H", "H", "H", "C", "C", "N", "H", "H", "H", "C", "C", "N", "H", "H", "H", "C", "C", "N", "H", "H", "H", "C", "C", "N", "H", "H", "H", "C", "C", "N", "H", "H", "H", "C", "C", "N", "H", "H", "H", "C", "C", "N", "H", "H", "H", "C", "C", "N", "H", "H", "H", "C", "C", "N", "H", "H", "H", "C", "C", "N", "H", "H", "H", "C", "C", "N", "H", "H", "H"],
  "xyz": [[2.46658, 0.52187, -1.38830], [1.11600, 0.27140, -0.68459], [1.31934, -0.41220, 0.65548], [2.25878, 0.40108, 1.36082], [-0.28851, -0.48716, 1.73182], [-1.30624, -1.35276, 0.28100], [-2.67052, -1.02558, 0.35334], [-3.18802, -0.06682, -0.69079], [-3.45500, -1.45428, 1.17641], [-1.08732, -2.72637, 0.13829], [-0.02847, -3.15729, -0.84526], [-1.70458, -3.59213, 0.74198], [3.28808, 0.05624, -0.85256], [2.50442, 0.14321, -2.40873], [2.64196, 1.59480, -1.43673], [0.69476, 1.24393, -0.44553], [0.41276, -0.26226, -1.31036], [1.81466, -1.37851, 0.51757], [-0.59612, 0.82718, 1.18746], [-1.47633, -0.44483, 2.55263], [0.03838, -1.81115, 2.28291], [0.45815, 0.10123, 2.83897], [-2.38790, 0.45409, -1.20512], [-3.79259, 0.65448, -0.14357], [-3.85922, -0.58617, -1.37070], [-0.55770, -3.43442, -1.75181], [0.48603, -4.03304, -0.46617], [0.65271, -2.35608, -1.09971], [-0.74675, -6.58150, -3.56558], [0.11338, -5.40864, -3.51080], [0.75872, -4.46023, -3.46598], [-0.97906, -6.82302, -4.60083], [-0.24995, -7.42764, -3.10784], [-1.66884, -6.38009, -3.02677], [1.82887, 4.96087, -0.87139], [0.73370, 4.04508, -1.14197], [-0.13091, 3.32189, -1.35562], [2.58081, 4.86780, -1.65346], [1.46432, 5.98558, -0.84665], [2.27849, 4.72133, 0.09180], [5.42743, 0.88628, 1.53437], [5.77363, 1.07697, 0.13381], [6.00316, 1.22754, -0.98130], [5.91702, -0.00680, 1.91873], [5.74626, 1.74758, 2.11792], [4.34662, 0.76712, 1.62750], [-4.90622, -0.76116, 3.85676], [-5.79774, 0.34992, 4.15162], [-6.50282, 1.23232, 4.36494], [-3.96347, -0.62598, 4.37935], [-5.35915, -1.69593, 4.17887], [-4.71326, -0.81283, 2.78748], [-6.69821, 1.91588, 0.70125], [-6.34739, 2.14431, -0.69644], [-6.06444, 2.32263, -1.79515], [-6.29034, 0.96386, 1.03610], [-6.28858, 2.70962, 1.32222], [-7.78038, 1.89858, 0.81316], [5.24043, 7.00244, -1.34592], [4.02742, 7.66550, -0.88833], [3.07750, 8.20141, -0.52767], [5.86636, 7.71142, -1.87786], [5.79478, 6.61445, -0.49411], [4.98703, 6.17878, -2.01118], [-4.18281, -5.41858, 2.08120], [-5.26218, -6.39699, 2.06105], [-6.11134, -7.17058, 2.04553], [-3.21974, -5.92434, 2.08106], [-4.23298, -4.77518, 1.20531], [-4.26204, -4.79678, 2.97095], [7.50928, 11.03971, -1.66462], [7.87107, 9.63337, -1.77002], [8.14922, 8.52262, -1.85286], [7.36568, 11.30477, -0.61917], [8.30122, 11.65598, -2.08505], [6.58524, 11.22365, -2.20914], [-5.26739, -6.12539, -3.56340], [-4.34761, -7.20049, -3.22270], [-3.61997, -8.04740, -2.95389], [-5.77639, -6.36044, -4.49495], [-5.99876, -5.99760, -2.76822], [-4.71695, -5.19477, -3.69316], [-0.59808, -11.08024, -4.04648], [0.34461, -9.97195, -4.01225], [1.06336, -9.07739, -3.98363], [-0.85626, -11.31243, -5.07769], [-0.15315, -11.95830, -3.58287], [-1.50146, -10.80528, -3.50366], [-1.98305, 3.54588, -4.49116], [-0.57883, 3.86795, -4.69599], [0.53417, 4.11743, -4.82757], [-2.60533, 4.17108, -5.12850], [-2.15958, 2.49966, -4.73153], [-2.24351, 3.71510, -3.44766], [-0.29556, 3.77789, 1.96185], [-1.57109, 3.09695, 2.13786], [-2.50062, 2.44184, 2.28997], [0.49610, 3.02887, 1.95798], [-0.29577, 4.30328, 1.00962], [-0.12394, 4.47875, 2.76882], [7.82211, -0.56204, 4.54683], [6.82709, 0.47612, 4.77086], [6.03704, 1.29338, 4.92795], [8.73331, -0.32274, 5.09111], [7.43835, -1.51957, 4.89295], [8.04842, -0.63106, 3.48436], [-5.07301, -7.86106, -7.49558], [-6.00646, -6.82270, -7.08206], [-6.74381, -6.00422, -6.75997], [-4.11656, -7.71740, -6.99605], [-5.46973, -8.83909, -7.23119], [-4.92467, -7.81315, -8.57233], [0.89856, 7.99591, 1.55511], [1.35810, 6.75868, 2.16660], [1.71701, 5.78141, 2.64934], [0.27280, 7.77007, 0.69367], [0.31997, 8.56979, 2.27634], [1.75527, 8.58272, 1.22949], [-2.13586, -4.38529, 5.40862], [-3.07030, -3.36631, 5.86471], [-3.77939, -2.53877, 6.22534], [-1.17502, -4.24588, 5.89934], [-2.52153, -5.37523, 5.64604], [-1.99706, -4.29710, 4.33115], [4.89635, 4.37659, 5.69138], [5.50280, 5.67875, 5.93384], [5.98796, 6.70181, 6.12573], [4.56712, 3.94118, 6.63231], [4.03788, 4.48503, 5.03064], [5.61701, 3.70755, 5.22981]],
  "atomic_forces_ev_per_a": [[-0.3, 0.0, -0.2], [0.9, 0.3, 0.4], [-0.5, -0.2, -0.7], [0.1, 0.0, 0.1], [1.2, 0.8, 1.8], [-0.4, -0.5, -1.2], [-0.2, -0.2, 0.3], [0.1, 0.5, 0.5], [0.0, -0.2, -0.1], [0.0, -0.2, 1.0], [-0.2, 0.4, 0.3], [-0.3, -0.2, -0.3], [0.1, 0.0, 0.1], [-0.1, 0.0, -0.1], [0.3, 0.1, -0.1], [-0.4, 0.0, -0.1], [-0.1, -0.1, 0.1], [0.0, -0.1, 0.2], [-0.2, -0.2, -0.3], [-0.1, -0.2, -0.3], [-0.1, -0.1, -0.5], [-0.1, 0.1, -0.1], [0.0, -0.1, -0.2], [-0.1, 0.2, -0.1], [0.1, -0.1, -0.2], [0.0, 0.0, -0.1], [0.1, -0.1, 0.0], [0.2, 0.0, -0.1], [-0.1, 0.2, 0.1], [0.1, 0.1, -0.1], [0.1, -0.2, -0.2], [0.0, 0.0, 0.0], [0.0, 0.0, 0.0], [0.0, 0.0, 0.0], [0.1, 0.0, 0.1], [0.0, -0.1, -0.3], [-0.1, 0.2, -0.1], [0.0, 0.0, 0.0], [0.0, 0.0, 0.0], [0.0, 0.0, 0.0], [-0.1, 0.0, 0.0], [-0.1, 0.0, -0.2], [0.2, 0.0, 0.1], [0.0, 0.0, 0.0], [0.0, 0.0, 0.0], [0.0, 0.0, 0.0], [-0.1, 0.0, -0.1], [-0.1, 0.1, 0.0], [0.0, 0.0, 0.0], [0.0, 0.0, 0.0], [0.0, 0.0, 0.1], [0.1, 0.0, 0.0], [0.0, 0.0, 0.0], [0.1, 0.0, -0.1], [-0.1, 0.0, 0.0], [0.0, 0.0, 0.0], [0.0, 0.0, 0.0], [0.0, 0.0, 0.0], [-0.1, -0.1, 0.0], [-0.1, 0.1, 0.1], [0.3, 0.0, -0.2], [0.1, 0.0, 0.0], [0.0, 0.0, 0.0], [0.0, 0.0, 0.0], [0.0, 0.0, 0.0], [-0.1, -0.1, 0.0], [0.0, 0.0, 0.0], [0.0, 0.0, 0.0], [0.1, 0.1, 0.0], [0.0, 0.0, 0.0], [0.0, 0.0, 0.0], [0.1, -0.1, 0.0], [0.0, 0.1, 0.0], [0.0, 0.0, 0.0], [0.0, 0.0, 0.0], [0.0, 0.0, 0.0], [0.0, 0.1, 0.0], [0.1, -0.1, 0.1], [-0.1, -0.1, -0.1], [-0.1, 0.1, 0.1], [0.0, 0.0, 0.0], [0.0, 0.0, 0.0], [0.0, 0.0, 0.0], [0.1, 0.1, 0.0], [0.1, -0.3, -0.1], [0.0, 0.0, 0.0], [0.0, 0.0, 0.0], [0.0, 0.0, 0.0], [0.0, 0.0, 0.0], [0.2, 0.0, 0.1], [-0.1, 0.1, -0.1], [0.0, 0.0, 0.0], [0.0, 0.0, 0.0], [0.0, 0.0, 0.0], [-0.3, -0.1, 0.0], [0.2, -0.5, 0.0], [-0.4, 0.3, 0.0], [0.0, 0.0, 0.0], [0.0, 0.0, 0.1], [0.0, -0.1, 0.1], [0.0, 0.0, 0.0], [-0.1, 0.1, 0.0], [0.1, -0.1, 0.0], [0.0, 0.0, 0.0], [0.0, 0.0, 0.0], [0.0, 0.0, 0.0], [0.0, 0.0, 0.0], [-0.1, 0.1, -0.1], [0.0, -0.1, 0.0], [0.0, 0.0, 0.0], [0.0, 0.0, 0.0], [0.0, 0.0, 0.0], [-0.1, 0.2, 0.2], [0.1, 0.1, 0.1], [0.3, 0.2, 0.0], [0.0, 0.0, 0.0], [-0.1, -0.1, 0.0], [-0.2, -0.1, 0.0], [0.0, 0.0, -0.1], [0.0, 0.2, 0.1], [0.0, -0.2, 0.1], [0.0, 0.0, 0.0], [0.0, 0.0, 0.0], [0.0, 0.0, 0.0], [0.0, 0.1, 0.0], [0.0, 0.1, 0.0], [0.0, 0.0, 0.0], [0.0, 0.0, 0.0], [0.0, 0.0, 0.0], [0.0, -0.1, 0.0]],
  "mulliken_charge": [-1.22, 0.70, -0.49, -0.37, 0.42, 0.60, 0.13, -0.85, -0.62, 0.16, -1.06, -0.57, 0.20, 0.40, 0.15, -0.74, 0.70, 0.45, -0.58, -0.22, -0.05, 0.15, 0.20, 0.05, 0.32, 0.10, 0.39, 0.30, -0.43, 0.34, -0.43, 0.30, 0.12, 0.09, -0.87, 0.11, -0.34, 0.36, 0.38, 0.34, -0.03, 0.27, -0.46, 0.08, 0.24, -0.03, -0.02, 0.21, -0.51, 0.15, 0.30, -0.06, -0.52, 0.30, -0.45, 0.03, 0.28, 0.37, -0.79, 0.46, -0.46, 0.17, 0.29, 0.29, -0.32, 0.20, -0.43, 0.30, 0.21, 0.04, -0.79, 0.42, -0.42, 0.26, 0.30, 0.28, -0.65, 0.43, -0.45, 0.08, 0.31, 0.28, -0.74, 0.41, -0.43, 0.26, 0.28, 0.25, -0.73, 0.38, -0.43, 0.30, 0.24, 0.24, -0.22, 0.06, -0.41, 0.22, -0.15, 0.51, -0.85, 0.33, -0.34, 0.31, 0.28, 0.29, -0.72, 0.39, -0.41, 0.21, 0.26, 0.31, -0.94, 0.48, -0.41, 0.26, 0.36, 0.32, -0.60, 0.45, -0.46, 0.32, 0.28, 0.04, -0.41, 0.31, -0.40, 0.25, 0.16, 0.11]
}